1.
Entry from the Open Molecules 2025 dataset: 10 unconnected molecules or ions with the total composition C20H60N6O10 in a non-equilibrium geometry (ωB97M-V/def2-TZVPD).

The geometry in ORCA input format:
```
! wB97M-V def2-TZVPD RIJCOSX def2/J DEFGRID3
* xyz 0 1
C 3.785 1.231 -3.221
H -1.088 4.371 -3.652
H -6.956 1.352 2.432
C -0.937 -0.074 4.454
H 3.365 1.941 -3.933
N 0.833 -1.370 -0.474
H -1.233 3.266 2.320
H -0.682 5.010 2.025
H 2.796 1.840 5.453
O -4.840 0.142 3.312
H 0.169 -2.036 -0.106
O 1.622 3.157 1.092
N 1.563 0.623 -0.297
C -1.835 1.992 -1.988
H -2.637 2.731 -2.009
H 1.981 0.613 2.574
H 0.411 3.928 -3.995
H -5.100 0.533 4.149
H 0.680 -4.173 -5.390
H -2.675 -1.876 2.270
N -2.535 -4.022 1.795
O 2.846 0.293 -2.810
H -6.303 0.588 1.044
H -1.106 0.367 5.436
H -2.624 1.002 1.852
H -3.583 1.787 0.638
H 1.409 -1.482 -1.295
C -0.755 -1.939 -4.463
H 3.412 2.349 -1.382
N 0.283 4.742 1.889
O 0.072 -1.032 4.535
H -0.278 3.479 -1.662
H 0.952 5.492 1.786
H -0.686 2.840 -4.613
H 2.020 0.779 -2.749
C 0.555 3.517 1.582
H 4.574 0.142 -4.793
H 0.628 -4.983 -3.843
H 2.326 0.353 -0.901
H 2.975 2.671 2.207
H -0.977 -7.645 -0.859
H -0.199 -3.015 -2.652
H 2.843 -0.393 3.783
H -0.730 -2.190 -5.523
C 2.946 2.395 4.527
H -0.382 1.794 1.677
H 3.490 -0.288 2.238
H -2.637 -5.013 1.625
C -6.104 1.390 1.753
H -1.285 -1.316 1.346
H -0.786 0.740 3.745
N -0.462 2.779 1.886
H 0.031 -1.474 3.684
H 5.231 -0.300 -3.152
C 3.649 1.564 3.510
C 4.236 1.882 -1.921
O -1.662 -3.946 -3.577
H -3.741 0.020 0.875
H -3.160 -3.576 2.451
H -1.880 -0.564 4.209
H -1.342 -4.814 -3.320
H -4.542 2.120 2.926
C 2.955 0.320 2.967
C -0.764 -6.849 -0.145
H -1.665 -1.456 -4.108
H -0.329 -4.936 -0.523
H 0.564 1.312 -1.657
O -0.140 -0.008 0.980
H -1.676 -6.619 0.405
C -0.537 2.697 -2.376
H -1.839 1.563 -0.986
C -1.589 -3.232 1.350
O -0.315 -5.766 -1.006
H 4.975 2.646 -2.164
C -3.602 0.981 1.372
H 4.695 1.122 -1.289
O -0.682 -3.467 0.555
H 5.789 1.120 -4.032
N -1.868 -2.064 1.693
C 0.680 -0.242 0.108
H -2.114 1.213 -2.697
C 0.569 -4.005 -4.319
C -0.503 -3.182 -3.686
H 1.516 -3.516 -4.092
O 3.880 2.406 2.386
C -0.523 3.441 -3.718
C -4.762 1.199 2.386
O 0.512 1.774 -2.497
H 0.086 -7.177 0.453
C 4.918 0.500 -3.823
H 1.939 2.704 4.247
H 1.599 1.550 0.103
H -5.950 2.345 1.251
H 4.632 1.274 3.882
H 3.614 3.224 4.763
H -0.006 -1.168 -4.281
*
```

The energy above the lowest of the compared OMol25 structures with the same formula, charge and spin is 0.0 kcal/mol. The value obtained for the electronic energy is -1878.9628 Eh. For the HOMO-LUMO gap, the calculation gives 9.2 eV. Its HOMO energy is -9.21 eV.



2.
Entry from the Open Molecules 2025 dataset: 10 unconnected molecules or ions with the total composition C20H60O10S10 in a non-equilibrium geometry (ωB97M-V/def2-TZVPD).

The geometry in ORCA input format:
```
! wB97M-V def2-TZVPD RIJCOSX def2/J DEFGRID3
* xyz 0 1
H -0.400 -4.241 -1.459
H -1.137 0.515 -3.491
S -4.569 -3.831 2.962
H -0.425 -1.701 -5.548
H 4.077 -1.383 -1.947
H 4.192 2.897 -0.282
O -2.247 -6.996 -0.464
S -3.471 1.873 -1.843
H -2.420 -4.388 1.693
H -4.526 2.668 0.378
H 1.224 0.815 0.173
H -2.206 0.027 -1.786
C -0.589 -5.281 -1.525
O 0.249 -0.739 -1.740
S 1.059 -1.374 -0.674
H -6.497 -2.322 3.027
H -5.521 -2.373 1.479
H 4.214 2.711 3.057
O 1.251 3.277 -1.331
C -1.532 0.393 -4.657
S 3.014 -0.391 4.648
H -2.991 1.373 4.198
C -2.454 0.719 -0.939
C -0.192 -1.748 0.552
H -0.645 -2.322 -3.842
H -2.941 -6.113 -2.802
C -0.570 1.370 2.554
H -3.144 3.557 -0.194
C 4.396 1.108 -2.542
H 4.008 -1.119 6.722
S -2.552 -1.055 -4.689
C 4.415 -0.991 5.602
H -0.658 -5.390 -2.649
H -1.103 0.398 2.733
H 5.204 0.950 -3.118
H -4.646 3.721 -0.987
H -2.016 1.187 -4.778
H 3.267 -2.174 -3.558
C -2.934 -5.205 -2.234
H -0.790 4.794 -0.420
H -2.621 3.180 3.998
C -3.236 -3.648 1.913
H 5.281 3.518 0.978
H 4.615 0.497 -1.639
H 1.935 -2.474 4.419
C 1.864 -1.649 5.215
H -0.840 2.018 1.684
H 4.883 -1.364 -3.683
H 2.683 0.279 -0.648
C -1.096 -2.156 -4.767
H -1.356 5.787 -1.765
O 0.230 1.218 5.206
H 0.453 4.935 -4.413
C 1.024 4.483 -3.500
H -0.884 -0.923 0.430
H -1.530 -3.164 -5.226
C -3.975 3.005 -0.531
S -0.469 2.154 4.197
H 2.303 -0.196 1.028
H -3.166 0.078 -0.459
H -4.829 -1.345 2.660
C 3.237 2.370 2.584
C 4.309 3.716 0.456
H 0.385 1.126 2.376
O -3.285 -1.190 -6.004
O 3.013 0.434 -4.789
C 3.935 -1.385 -3.016
H 0.918 -1.458 5.172
S 0.135 3.865 -2.162
O -2.492 2.763 -2.581
H -2.556 -4.415 -2.722
H -4.000 -5.168 -1.931
C 1.908 -0.018 0.097
O -5.278 -4.912 2.282
H -0.549 -2.924 0.369
H 3.201 1.473 1.848
H 5.011 -1.759 5.230
H 1.656 3.611 -3.915
H 0.206 6.063 -1.097
H -3.688 -3.466 0.851
H 2.131 -1.818 6.186
C -2.206 2.323 4.566
H -1.726 1.289 -0.453
H 2.570 2.136 3.498
H 5.009 -0.033 5.664
C -0.521 5.293 -1.403
O 3.310 -0.675 3.174
H 4.337 4.687 -0.109
H 3.880 1.998 -2.358
H -2.333 2.545 5.501
S 3.032 0.111 -3.230
H -2.644 -2.742 2.146
S -2.105 -5.475 -0.686
S 2.899 3.843 1.533
O 3.397 4.999 2.458
H 0.371 -5.755 -0.954
H 0.227 -1.991 1.614
H -0.713 0.369 -5.219
H 1.739 4.965 -2.864
C -5.333 -2.245 2.501
*
```

The energy above the lowest of the compared OMol25 structures with the same formula, charge and spin is 241.1 kcal/mol. The value obtained for the electronic energy is -5531.5884 Eh. For the HOMO-LUMO gap, the calculation gives 8.3 eV. Its HOMO energy is -8.57 eV.



3.
Entry from the Open Molecules 2025 dataset: 10 unconnected molecules or ions with the total composition C20H60O10S9 in a non-equilibrium geometry (ωB97M-V/def2-TZVPD).

The geometry in ORCA input format:
```
! wB97M-V def2-TZVPD RIJCOSX def2/J DEFGRID3
* xyz 0 1
H -28.696 -1.034 17.885
O -23.006 3.365 11.372
C -21.993 0.392 11.230
H -25.780 -3.359 9.938
H -28.634 -5.440 18.547
H -27.531 3.551 18.086
H -26.805 -2.268 13.777
H -31.951 -1.886 15.766
H -24.916 1.868 9.834
H -24.326 -3.660 9.811
H -25.729 -1.070 13.580
C -25.013 -6.636 12.903
H -26.244 2.843 10.129
O -25.095 -2.821 12.765
C -26.420 0.705 16.067
H -25.510 -4.323 8.743
S -23.681 -5.638 13.652
H -29.857 -6.486 11.607
H -26.056 2.360 12.970
C -25.978 -7.226 16.759
H -20.219 -1.818 13.803
O -26.552 -2.082 7.629
H -21.228 0.993 10.985
H -24.789 -1.040 10.361
H -27.291 -2.689 21.317
H -31.601 -2.130 17.604
H -23.643 -2.737 19.075
H -28.464 -7.330 17.875
C -25.179 -2.637 15.044
C -25.234 2.831 10.002
S -25.206 -1.968 8.367
C -30.457 -5.946 12.507
O -24.367 -3.410 21.463
S -21.402 -1.217 11.712
C -28.225 -4.618 12.208
C -27.945 -6.244 18.152
H -25.303 0.635 16.364
H -25.479 -2.075 15.862
O -28.401 -6.219 14.083
O -29.084 -1.707 15.119
S -24.524 3.537 11.455
S -26.886 -5.778 16.904
H -27.230 3.661 16.327
H -21.478 -5.359 12.650
H -21.063 0.032 13.502
H -25.342 -3.674 15.382
S -27.491 1.418 17.313
H -28.540 -3.779 11.603
O -22.683 -1.936 12.166
C -25.692 -0.935 9.761
H -24.300 -1.072 19.653
C -22.575 -5.540 12.283
H -25.890 0.083 9.634
H -24.980 3.431 9.192
C -31.233 -1.723 16.613
H -25.094 -7.142 15.960
C -25.748 -2.131 13.844
H -28.248 -5.516 11.551
H -26.568 1.165 15.152
C -24.498 -2.155 19.135
H -24.818 1.276 12.327
H -22.461 -6.445 11.581
H -22.783 -4.756 11.654
H -30.895 -6.767 13.019
S -25.358 -3.192 20.285
H -24.769 -7.648 12.496
H -30.793 -0.688 16.745
H -26.683 -0.282 16.110
O -27.011 0.779 18.614
H -27.736 -2.619 17.299
H -26.133 -1.266 21.151
H -26.638 -8.166 16.369
H -25.428 -7.363 17.675
C -26.936 3.065 17.322
O -22.939 -6.494 14.629
C -25.069 2.205 12.584
H -27.450 -6.413 19.079
H -24.037 -2.379 15.068
H -27.244 -4.282 12.622
C -26.726 -2.069 20.766
H -22.521 0.129 10.241
H -24.372 2.350 13.358
H -27.296 -1.678 19.881
O -26.102 -4.686 17.489
H -22.517 1.002 12.002
S -29.232 -5.079 13.575
H -31.107 -5.343 12.138
H -26.563 -1.466 10.272
H -19.302 -0.223 13.082
H -24.198 -2.513 12.597
H -25.678 -6.252 12.223
S -29.761 -2.528 16.119
H -25.968 -6.807 13.538
H -25.856 3.243 17.488
H -25.258 -2.073 18.414
H -28.974 -2.560 18.566
C -28.723 -2.265 17.543
C -25.171 -3.490 9.369
C -20.392 -0.777 13.133
*
```

The energy above the lowest of the compared OMol25 structures with the same formula, charge and spin is 0.0 kcal/mol. The value obtained for the electronic energy is -5133.4138 Eh. For the HOMO-LUMO gap, the calculation gives 7.9 eV. Its HOMO energy is -7.87 eV.



4.
Entry from the Open Molecules 2025 dataset: 10 unconnected molecules or ions with the total composition C20H60O20 in a non-equilibrium geometry (ωB97M-V/def2-TZVPD).

The geometry in ORCA input format:
```
! wB97M-V def2-TZVPD RIJCOSX def2/J DEFGRID3
* xyz 0 1
H -1.064 1.528 3.473
H -3.646 0.580 -2.759
H -0.434 -3.147 0.644
H 2.275 -1.773 3.276
H -1.411 -0.893 -0.437
H 3.424 -0.462 -1.356
O 1.541 3.308 -0.045
C 0.676 -0.605 -5.964
H -2.442 -2.585 -3.598
H -1.921 -4.101 3.064
C 3.267 -1.760 3.731
H -3.799 -0.366 2.440
H -3.992 1.404 -0.821
O 5.043 0.581 -0.613
H -1.314 0.454 0.824
H 0.960 -0.769 -1.629
H 3.592 -4.770 3.706
O -0.923 0.928 -1.175
O -3.392 -2.685 -3.467
H -0.791 1.833 -0.870
H 1.025 -1.091 -6.878
C -4.174 -0.270 1.415
C -1.072 -4.037 0.724
C 0.271 0.155 4.747
H 3.617 5.920 0.556
H -1.137 -4.434 -0.290
O 4.276 -1.698 2.737
C 3.010 5.234 -0.043
H 4.515 1.349 -0.847
O 4.798 -2.823 0.182
C -0.911 0.013 -0.090
C 3.383 -3.004 4.571
H 3.639 -0.648 0.377
H -6.012 -0.829 1.791
H 1.110 0.510 0.435
H 3.771 4.726 -0.666
O -0.727 5.199 -0.998
H -0.123 3.434 -1.837
H -1.699 -0.698 4.689
C -0.944 -0.310 3.991
H 0.162 5.579 -0.977
H -1.143 -0.516 -5.208
C 0.516 -0.398 0.252
H -3.747 1.860 1.285
C -0.763 4.291 -2.079
H -5.422 1.391 1.567
H 2.797 -2.925 5.493
O -1.582 0.747 3.242
C -3.325 -0.274 -3.360
C -2.170 3.810 -2.248
C 5.008 -1.815 -0.778
H 1.076 0.335 4.032
C 1.442 -1.176 -4.799
C -2.464 -3.715 1.235
H -3.673 -0.121 -4.382
O -0.684 -1.061 -5.864
H -4.941 -1.583 -2.818
O -4.834 1.260 -0.376
H 2.637 6.584 -1.373
H -0.063 -1.075 -3.558
H -0.624 1.145 6.152
O 0.867 -0.812 -3.558
H 4.419 -3.190 4.867
H 0.697 0.477 -6.090
O -5.300 -1.122 1.217
C 4.174 -0.562 -0.573
H 3.081 3.589 1.279
C -4.520 1.142 0.994
H -2.891 -2.826 0.776
H 4.794 -2.286 -1.740
O 2.105 5.948 -0.885
H 0.557 -0.689 5.389
O 1.127 -1.169 -0.763
O 0.047 1.332 5.488
H -3.545 -1.618 -1.705
O -2.646 3.201 -1.041
H 1.406 -2.265 -4.918
H -3.115 -4.572 1.031
H -0.712 -1.139 3.316
H 4.709 -2.449 1.068
C 2.313 4.178 0.761
H 6.068 -1.523 -0.830
H 2.493 -0.889 -4.760
H 3.339 -0.849 4.334
H -2.192 3.048 -3.031
O -1.895 -0.311 -3.401
H -1.494 0.209 -2.681
H 1.986 3.217 -0.895
H 1.669 4.599 1.534
H -2.846 4.620 -2.526
H -3.053 3.898 -0.519
H -3.353 -0.684 0.826
H -0.398 4.752 -3.005
H 0.481 -1.025 1.147
H 0.006 -4.659 2.256
O -2.475 -3.442 2.632
O -0.437 -5.045 1.496
O 2.901 -4.110 3.807
C -3.855 -1.545 -2.756
H 5.020 -1.167 3.032
*
```

The energy above the lowest of the compared OMol25 structures with the same formula, charge and spin is 24.8 kcal/mol. The value obtained for the electronic energy is -2302.6489 Eh. For the HOMO-LUMO gap, the calculation gives 9.4 eV. Its HOMO energy is -9.43 eV.



5.
Entry from the Open Molecules 2025 dataset: 8 unconnected molecules or ions with the total composition C20H61N5O8 in a non-equilibrium geometry (ωB97M-V/def2-TZVPD).

The geometry in ORCA input format:
```
! wB97M-V def2-TZVPD RIJCOSX def2/J DEFGRID3
* xyz 0 1
H 3.286 -0.087 -6.658
C -2.457 -1.639 -2.948
O -3.174 -1.224 0.567
O 2.033 -3.159 4.859
H 1.159 2.041 -3.212
O -2.707 -2.995 -3.315
H 1.932 4.279 -2.199
H -0.526 4.539 -3.145
C 1.595 4.493 -1.185
C 2.387 1.648 4.476
H 0.864 -0.874 -4.080
C 2.222 0.768 -1.963
C 0.716 -3.535 4.454
H 0.058 6.105 -2.560
H -0.081 1.634 2.010
H 3.178 0.954 -2.453
H 3.502 -2.514 1.703
N -0.562 3.355 -0.726
H -6.149 -4.677 -2.949
H 0.441 -4.393 5.068
O -0.505 -0.214 0.426
N -5.362 -4.107 -3.223
H -6.039 -4.756 -0.477
H 3.297 3.321 1.876
H -3.268 -1.998 1.122
H 0.524 -0.604 3.851
H -4.070 -0.925 0.417
H -2.081 -1.162 -3.854
H 2.756 1.087 1.084
H -4.460 -4.994 -0.032
N -0.184 0.724 -2.301
H -2.603 -3.759 -1.381
H -2.316 6.063 -4.190
H 3.878 -4.162 5.012
C 3.149 -1.524 1.413
O 3.407 -0.460 2.299
C 1.092 0.976 -2.989
H 3.554 -1.306 0.425
H -1.379 -0.604 0.405
H 2.080 -1.724 1.480
H -0.153 2.834 0.036
H -4.885 -2.882 -1.532
H 2.206 1.379 -1.060
H 2.083 3.764 -0.538
C -0.360 -2.443 4.801
H 0.921 -1.582 6.188
H 1.558 0.497 2.054
N 2.664 3.098 2.631
H 2.324 -1.487 -6.243
H 1.328 1.886 4.373
H -2.903 -4.971 -2.655
H -3.413 -1.167 -2.723
H -0.380 1.605 -1.847
H 0.341 0.531 -4.991
H 0.570 2.853 2.629
O -1.889 5.737 -2.106
H -1.542 3.507 -0.533
H -0.454 -1.596 2.798
H -3.223 6.965 -3.008
H 1.490 -0.059 -6.879
H 0.690 -3.913 3.432
H 2.451 -0.225 -1.576
C 3.046 1.778 3.061
H -1.718 -1.600 -2.147
C -3.157 -3.974 -2.294
H -4.744 -4.558 -3.882
C -0.543 5.232 -2.304
C 2.925 -4.260 4.493
C -4.681 -3.866 -1.956
H -5.011 -5.912 -1.413
H -0.145 5.197 -0.198
H -0.030 -2.535 6.910
H 2.462 0.647 4.899
H -1.660 7.512 -3.359
C -2.227 6.588 -3.239
H -1.152 -0.569 4.068
H 2.908 2.244 5.225
H -0.346 0.066 -0.475
H 2.121 5.438 -1.048
H 4.135 1.796 3.041
O -0.285 2.469 2.431
H 3.237 -4.245 3.449
C 1.120 0.155 -4.329
H -1.402 -2.763 4.779
H 2.828 3.721 3.409
H 2.709 -5.310 4.693
C 0.101 4.571 -1.056
C 2.635 0.662 2.080
O 2.345 0.276 -5.015
H -0.941 0.778 -2.968
C -0.345 -1.261 3.829
C -5.066 -4.934 -0.936
C 2.320 -0.397 -6.259
N -0.045 -1.872 6.148
*
```

The energy above the lowest of the compared OMol25 structures with the same formula, charge and spin is 55.6 kcal/mol. The value obtained for the electronic energy is -1674.1351 Eh. For the HOMO-LUMO gap, the calculation gives 9.0 eV. Its HOMO energy is -8.75 eV.



- Look up the electronic energy of the fourth one.
  -2302.6489 Eh